Here is C5H9N3 in the gas phase from the OMol25 dataset. Energies are from wB97M-V/def2-TZVPD.

Each line ends with the Löwdin charge.
CARTESIAN COORDINATES (ANGSTROEM)
C 0.111583 0.211753 1.356575  -0.44
C -1.001510 0.063116 -1.410706  -0.13
C 0.417517 -0.086370 -0.956049  -0.21
C 1.501436 -1.097192 -0.564391  -0.04
C 0.412168 -0.872162 0.368122  -0.21
H 1.752292 0.075111 2.320052  0.05
H -1.717870 1.207935 1.815075  0.13
H -1.152579 1.898451 -0.543956  0.10
H -1.600395 -0.847293 -1.382469  0.11
H -1.157446 0.564556 -2.333818  0.09
H 0.732934 0.967841 -0.780319  0.14
H 1.453197 -2.075617 -0.998671  0.10
H 2.467815 -0.713485 -0.313693  0.10
H -0.325360 -1.633939 0.318500  0.13
N 0.853290 0.569981 2.311565  0.13
N -1.158370 0.772592 1.083355  0.00
N -1.588702 0.994722 -0.289172  -0.04

Force components x, y, z for each atom (eV/Å):
C 0.21 -0.89 0.07
C -0.71 -0.42 2.56
C 0.80 0.48 0.48
C -0.32 0.24 -0.67
C -1.19 1.86 0.25
H -0.71 -0.21 0.09
H 0.42 -0.07 -0.66
H -0.46 -0.42 0.21
H 0.22 -0.11 -0.17
H -0.20 0.67 -0.69
H 0.43 -0.92 -0.11
H 0.33 -0.30 -0.22
H 0.49 0.25 -0.36
H -0.70 -0.48 0.25
N 0.33 0.96 0.52
N 0.67 -1.28 -0.63
N 0.39 0.65 -0.91

Output
SMILES	[H]/N=C1/NNC[C@@H]2C[C@@H]12
HOMO	-8.56	eV
Kohn-Sham gap	9.5	eV
energy relative to the best compared isomer or geometry (same formula, charge and spin)	91.3	kcal/mol
F_max	2.7	eV Å⁻¹
energy	-360.05172	Ha

=====

Here is C5H9N3 in the gas phase from the OMol25 dataset. Energies are from wB97M-V/def2-TZVPD.

Each line ends with the Löwdin charge.
CARTESIAN COORDINATES (ANGSTROEM)
C -1.045243 -1.313218 0.765622  -0.08
C 0.649901 -1.506802 -1.041834  -0.29
C 1.030592 1.073680 0.902346  -0.12
C 0.107229 1.969715 0.078052  -0.13
C -1.049450 1.721929 -0.509716  0.01
H -1.849072 -1.219938 0.007703  0.08
H -0.965963 -2.355221 1.110711  0.08
H -1.295272 -0.669194 1.677640  0.12
H -0.177872 -2.019450 -1.442400  0.10
H 2.562825 -1.137701 -0.939690  0.04
H 1.673554 1.651936 1.564626  0.10
H 0.419714 3.042347 -0.090564  0.10
H -1.598916 0.800829 -0.621825  0.04
H -1.466688 2.614548 -0.948173  0.06
N 0.133291 -0.868295 0.089556  -0.24
N 1.822187 -1.598737 -1.514902  0.08
N 1.049185 -0.186427 0.912849  0.06

Force components x, y, z for each atom (eV/Å):
C -1.15 0.12 0.43
C 0.16 0.32 1.98
C -1.85 1.46 -1.35
C 1.33 0.58 0.39
C -0.32 0.31 -0.34
H -0.06 -0.31 0.75
H -0.09 0.21 -0.03
H 0.47 -0.71 -1.52
H -0.77 -0.86 -1.26
H -1.02 -0.25 -0.44
H 0.28 -0.54 -0.01
H 0.12 -1.34 0.76
H 0.13 -0.02 0.30
H -0.49 -0.14 -0.39
N 1.54 1.32 -0.63
N 0.50 0.52 0.44
N 1.22 -0.67 0.91

Output
SMILES	[H]/N=C\N(C)/N=C\C=C
HOMO	-8.32	eV
Kohn-Sham gap	8.6	eV
energy relative to the best compared isomer or geometry (same formula, charge and spin)	78.6	kcal/mol
F_max	2.7	eV Å⁻¹
energy	-360.07200	Ha

=====

Here is C5H9N3 in the gas phase from the OMol25 dataset. Energies are from wB97M-V/def2-TZVPD.

Each line ends with the Löwdin charge.
CARTESIAN COORDINATES (ANGSTROEM)
C 2.054579 0.536360 0.692318  -0.10
C -1.191142 -0.865850 -0.494542  -0.35
C 0.181821 -0.368052 -0.751794  -0.31
N 0.273928 0.640898 -1.682303  0.14
C -1.376776 -0.304448 0.913010  -0.21
C 0.925779 -0.415385 0.415162  -0.16
N -1.972891 -1.670368 -1.056262  0.17
N -1.504983 0.968319 1.052742  0.08
H 0.958675 1.357021 -1.491287  0.09
H -0.590884 1.010383 -2.048209  0.10
H -1.610471 -2.049607 -1.932415  0.06
H -2.347451 1.242727 1.553729  0.05
H -1.791039 -1.064129 1.580312  0.11
H 0.961898 -1.357396 0.949008  0.11
H 1.678684 1.558746 0.702559  0.07
H 2.508357 0.312807 1.654512  0.07
H 2.841917 0.467972 -0.056543  0.07

Force components x, y, z for each atom (eV/Å):
C -0.21 -0.33 -0.09
C 1.66 -0.84 1.31
C 0.39 1.59 1.40
N 0.38 -0.12 -0.17
C -2.99 0.30 -1.13
C 1.41 -0.69 -2.12
N -0.34 -0.10 0.15
N -0.74 -0.35 -1.42
H 0.03 -0.05 -0.08
H 0.04 -0.10 0.09
H 0.01 0.37 -0.04
H 0.86 -0.11 1.33
H -0.12 -0.01 0.48
H -0.56 0.07 0.28
H 0.00 0.20 0.07
H -0.01 0.11 0.06
H 0.16 0.07 -0.12

Output
SMILES	[H]/N=C/C(=N/[H])C(/N)=C/C
HOMO	-7.68	eV
Kohn-Sham gap	8.2	eV
energy relative to the best compared isomer or geometry (same formula, charge and spin)	87.0	kcal/mol
F_max	3.2	eV Å⁻¹
energy	-360.05865	Ha

=====

Here is a molecular structure, C5H9N3 from the OMol25 dataset. Energies are from wB97M-V/def2-TZVPD.

Each line ends with the Löwdin charge.
CARTESIAN COORDINATES (ANGSTROEM)
C -0.965835 -0.659225 1.217312  -0.04
C -0.313462 -0.316450 -0.289509  -0.58
C -1.495186 0.390857 -0.884464  -0.02
C -0.177037 0.990238 -0.543450  -0.31
C 1.916229 -0.575958 -0.267119  -0.16
H -0.090562 -0.110600 1.925511  0.11
H -0.925885 -1.898250 1.078927  0.11
H -2.244463 -0.307137 1.684498  0.17
H -2.240337 0.553632 -0.038854  0.08
H -1.658452 0.833315 -1.948345  0.14
H 0.314184 1.472573 -1.544195  0.19
H 1.054720 2.464754 0.661920  0.21
H 2.703116 -1.428849 -0.269459  0.14
H 0.676005 -2.051881 -0.631893  -0.01
N 0.917840 1.328531 0.418791  -0.09
N 1.887317 0.509076 0.262761  -0.04
N 0.641815 -1.194631 -0.832425  0.11

Force components x, y, z for each atom (eV/Å):
C 1.54 -1.05 1.06
C -4.76 -6.69 -0.17
C -2.99 2.89 0.09
C 5.68 6.72 -2.00
C -1.47 -6.27 -2.57
H -2.68 -2.12 -1.22
H -0.15 3.29 1.35
H 4.35 -0.99 -1.95
H 0.19 -0.30 -2.36
H -0.22 -1.68 1.85
H -1.21 -2.08 1.73
H 0.50 -4.41 -0.91
H -0.62 2.34 0.22
H -0.49 -8.67 2.05
N -3.93 6.77 1.93
N 4.43 2.83 2.08
N 1.84 9.44 -1.16

Output
HOMO	-7.97	eV
Kohn-Sham gap	8.8	eV
energy relative to the best compared isomer or geometry (same formula, charge and spin)	228.7	kcal/mol
F_max	9.7	eV Å⁻¹
energy	-359.83287	Ha

=====

Here is C5H9N3 in the gas phase from the OMol25 dataset. Energies are from wB97M-V/def2-TZVPD.

Each line ends with the Löwdin charge.
CARTESIAN COORDINATES (ANGSTROEM)
C -0.070736 -0.363026 1.234205  -0.17
C 0.578127 1.767678 -0.000744  -0.12
C 1.426461 -0.573043 -0.826059  0.00
N 0.691406 0.354750 0.234349  -0.26
C -1.219938 -0.942344 0.434398  -0.38
N -1.363284 -2.166041 0.181551  0.17
C -1.824737 0.191809 -0.287423  -0.18
N -2.689711 0.852309 -0.690018  0.18
H -2.086710 -2.381273 -0.504054  0.07
H 0.525193 -1.172747 1.659352  0.12
H -0.447721 0.328874 1.993173  0.13
H 0.096037 2.270532 0.838117  0.09
H 1.575821 2.178814 -0.156427  0.08
H 0.012224 1.959835 -0.922003  0.07
H 0.841735 -0.560831 -1.751612  0.07
H 2.419067 -0.146603 -0.949372  0.07
H 1.536765 -1.598692 -0.487432  0.07

Force components x, y, z for each atom (eV/Å):
C 0.07 0.01 -0.58
C 0.24 -0.34 -0.79
C -1.40 2.37 1.58
N 1.59 -2.59 -0.61
C 1.25 0.64 -0.21
N -0.43 -0.25 0.27
C -2.72 -0.53 -0.27
N 1.24 -0.10 0.11
H 0.11 0.25 -0.08
H -0.14 0.10 0.25
H 0.19 -0.13 0.04
H 0.04 -0.10 -0.04
H 0.10 0.25 0.14
H -0.12 0.31 0.15
H 0.29 -0.01 -0.04
H -0.01 0.04 -0.30
H -0.28 0.09 0.39

Output
SMILES	[H]/N=C(\C#N)CN(C)C
HOMO	-8.50	eV
Kohn-Sham gap	9.0	eV
energy relative to the best compared isomer or geometry (same formula, charge and spin)	56.1	kcal/mol
F_max	3.2	eV Å⁻¹
energy	-360.10779	Ha

=====

Here is C5H9N3 in the gas phase from the OMol25 dataset. Energies are from wB97M-V/def2-TZVPD.

Each line ends with the Löwdin charge.
CARTESIAN COORDINATES (ANGSTROEM)
C 0.501766 -0.156335 2.103872  -0.27
C 1.316076 -0.274539 0.849018  -0.21
C 0.720572 0.181839 -0.410737  -0.23
C 0.626389 1.216189 -1.295523  -0.07
N -0.608644 1.088404 -2.057503  0.01
C -1.231690 0.010009 -1.715221  -0.24
N -0.477417 -0.676575 -0.737069  0.03
N -0.710575 -0.934393 2.043469  -0.01
H 0.150196 0.973376 2.207574  0.15
H 1.131116 -0.464126 3.010063  0.14
H 2.346435 0.068754 0.902660  0.11
H 1.505854 -1.360970 0.719787  0.12
H 1.245477 1.971750 -1.540366  0.05
H -2.205470 -0.322956 -2.124614  0.11
H -0.857637 -1.327438 0.185387  0.19
H -0.848481 -1.384106 2.847217  0.03
H -1.489703 -0.359312 1.861555  0.07

Force components x, y, z for each atom (eV/Å):
C 0.01 3.08 1.29
C 2.32 -1.58 -0.77
C -4.44 -1.49 -1.36
C -4.05 -3.40 0.15
N 1.55 0.83 -0.31
C 1.65 -0.53 1.92
N -0.35 -0.16 2.60
N 0.93 0.73 -3.31
H 1.19 -1.99 0.16
H -0.90 0.54 -1.27
H -0.01 0.64 0.59
H -0.23 0.26 0.02
H 1.94 2.38 -0.43
H 0.91 0.14 0.42
H 1.27 2.19 -3.37
H -0.83 -2.34 3.80
H -0.98 0.68 -0.13

Output
SMILES	NCCc1cnc[nH]1
HOMO	-8.64	eV
Kohn-Sham gap	9.4	eV
energy relative to the best compared isomer or geometry (same formula, charge and spin)	45.7	kcal/mol
F_max	5.3	eV Å⁻¹
energy	-360.12451	Ha

=====

Here is C5H9N3 in the gas phase from the OMol25 dataset. Energies are from wB97M-V/def2-TZVPD.

Each line ends with the Löwdin charge.
CARTESIAN COORDINATES (ANGSTROEM)
C 1.823787 0.520209 -0.093896  -0.35
C 0.278712 -1.038691 0.509648  -0.06
C -1.143436 -0.878640 -0.446084  -0.21
C -2.283173 -0.334733 0.222308  -0.16
C -1.451211 0.558311 -0.636420  -0.29
H 2.104730 -1.134111 0.216776  0.04
H 1.994295 1.607606 -0.502288  0.14
H 0.997395 -1.400023 -0.291474  0.07
H 0.196573 -1.323674 1.671890  0.16
H -1.361070 -1.683907 -1.217970  0.15
H -3.427672 -0.378297 0.044546  0.13
H -2.356601 -0.092301 1.300959  0.11
H -1.650851 0.909379 -1.778464  0.19
H -0.836461 1.870212 0.938306  0.17
N 2.639997 -0.458487 -0.489037  0.05
N 0.737845 0.430226 0.733766  -0.11
N -0.379044 1.266315 0.081611  -0.03

Force components x, y, z for each atom (eV/Å):
C 4.27 2.37 -3.63
C -3.11 1.65 0.58
C 2.35 -3.51 0.81
C -5.04 2.10 2.00
C 2.21 0.49 -1.83
H 3.56 0.33 -1.96
H -0.35 -2.11 0.77
H -1.84 -1.06 1.64
H -0.08 -0.78 -3.17
H 0.81 1.24 0.94
H 2.08 -0.84 -0.88
H 1.14 -0.13 -0.50
H 0.18 -0.66 3.20
H 1.63 -2.15 -2.77
N -3.41 1.47 3.95
N -3.65 -1.67 -2.38
N -0.76 3.27 3.23

Output
SMILES	[H]/N=C\N1C[C@H]2C[C@H]2N1
HOMO	-9.17	eV
Kohn-Sham gap	10.1	eV
energy relative to the best compared isomer or geometry (same formula, charge and spin)	156.8	kcal/mol
F_max	6.1	eV Å⁻¹
energy	-359.94746	Ha

=====

Here is C5H9N3 in the gas phase from the OMol25 dataset. Energies are from wB97M-V/def2-TZVPD.

Each line ends with the Löwdin charge.
CARTESIAN COORDINATES (ANGSTROEM)
C -0.550909 -0.059630 -0.178545  -0.45
C 0.054861 -1.316311 -0.792457  -0.11
C 1.618599 -0.881975 -0.513581  -0.03
C 0.907710 0.624314 -0.124670  -0.18
C -0.807476 -0.049740 1.359605  -0.22
H -2.344802 0.439629 -0.090794  0.07
H -1.885967 0.859863 -1.545494  0.07
H -0.230951 -2.321208 -0.424801  0.11
H -0.074881 -1.139465 -1.815007  0.08
H 1.975520 -1.120087 0.447805  0.06
H 2.284870 -1.266298 -1.378711  0.12
H 0.942150 1.630677 -0.577427  0.13
H 0.761539 2.282764 1.184964  0.06
H -1.740792 -0.619146 1.752947  0.15
N -1.577546 0.933970 -0.579729  0.08
N 0.875009 1.316280 1.220617  -0.01
N -0.206936 0.686364 2.055278  0.07

Force components x, y, z for each atom (eV/Å):
C 3.36 2.40 2.09
C 1.46 -0.11 1.32
C -3.05 1.36 -0.84
C -2.09 1.33 0.29
C -5.33 -5.97 -4.34
H -0.55 1.27 -0.40
H 0.46 -0.01 -0.36
H -0.15 0.59 -0.44
H -0.22 -0.67 -1.89
H 0.58 -1.13 0.99
H -0.79 1.62 1.51
H 0.57 -1.26 -1.99
H -0.47 1.65 -0.03
H 1.64 0.79 -0.47
N -1.13 -2.60 0.17
N 0.63 -4.83 1.38
N 5.10 5.58 3.01

Output
SMILES	N[C@]12C=NN[C@H]1CC2
HOMO	-8.63	eV
Kohn-Sham gap	9.6	eV
energy relative to the best compared isomer or geometry (same formula, charge and spin)	116.1	kcal/mol
F_max	9.1	eV Å⁻¹
energy	-360.01230	Ha

=====

Among the records above, which one has the highest energy?
number 4